# 1
84
Properties=species:S:1:pos:R:3 method="wB97M-V/def2-TZVPD" homo_energy_ev=-2.98 spin_multiplicity=1 total_charge=-2 relative_energy_kcal_mol=0.0
Ti -0.454 2.172 1.199
C 3.377 3.204 1.184
O 2.829 1.902 0.998
C 3.328 1.163 -0.008
C 4.521 1.431 -0.654
C 4.932 0.587 -1.678
Br 6.584 0.957 -2.554
C 4.186 -0.490 -2.078
C 2.964 -0.755 -1.441
C 2.542 0.060 -0.400
O 1.403 -0.115 0.321
C 2.212 -1.917 -1.960
N 2.805 -3.035 -2.304
C 1.799 -3.825 -2.828
C 1.855 -5.120 -3.346
C 0.685 -5.671 -3.829
C -0.525 -4.954 -3.807
C -0.602 -3.675 -3.294
C 0.580 -3.135 -2.797
N 0.873 -1.914 -2.231
H 4.406 3.143 1.548
H 2.761 3.681 1.938
H 3.333 3.763 0.245
H 5.120 2.285 -0.376
H 4.508 -1.145 -2.874
H 0.640 -0.451 -0.199
H 2.792 -5.662 -3.363
H 0.694 -6.675 -4.237
H -1.423 -5.420 -4.196
H -1.533 -3.122 -3.266
H 0.196 -1.173 -2.056
I -3.041 2.729 1.681
C -0.492 4.212 0.901
C -0.711 5.455 1.425
C -0.245 6.584 0.714
C 0.421 6.501 -0.489
C 0.672 5.229 -1.058
C 1.331 4.906 -2.269
C 1.465 3.592 -2.655
C 0.984 2.504 -1.881
C 0.363 2.760 -0.684
C 0.200 4.127 -0.319
H -1.233 5.601 2.364
H -0.424 7.567 1.139
H 0.749 7.403 -0.994
H 1.722 5.695 -2.903
H 1.966 3.379 -3.594
H 1.125 1.498 -2.265
O 0.901 -1.474 2.940
P 0.160 -0.168 3.477
O -0.624 -0.426 4.701
O -0.551 0.472 2.295
O 1.423 0.790 3.816
P 1.170 2.383 4.020
O -0.026 2.416 5.072
O 2.384 3.067 4.480
O 0.608 2.854 2.668
H 1.299 -1.264 2.076
H -0.443 1.540 5.197
S -3.770 -1.514 -2.536
P -2.833 -1.211 -0.824
S -1.406 0.234 -0.867
C -2.041 -2.764 -0.243
C -2.490 -3.997 -0.700
C -1.903 -5.168 -0.242
C -0.871 -5.116 0.684
C -0.434 -3.889 1.164
C -1.017 -2.721 0.699
C -4.016 -0.918 0.536
C -5.384 -0.920 0.298
C -6.271 -0.771 1.356
C -5.793 -0.629 2.651
C -4.425 -0.619 2.889
C -3.539 -0.757 1.833
H -3.280 -4.024 -1.441
H -2.243 -6.124 -0.623
H -0.407 -6.032 1.032
H 0.353 -3.831 1.906
H -0.694 -1.763 1.082
H -5.737 -1.036 -0.719
H -7.338 -0.766 1.166
H -6.487 -0.512 3.475
H -4.037 -0.477 3.890
H -2.477 -0.700 2.021

=====

# 2
18
Properties=species:S:1:pos:R:3 method="wB97M-V/def2-TZVPD" homo_energy_ev=-14.60 spin_multiplicity=1 smiles=C[N+]1(C)C[C@H]1CCl total_charge=+1 relative_energy_kcal_mol=57.3
C 1.050 -1.010 -0.826
N 0.234 -0.234 0.098
C 0.705 1.219 0.147
C -0.301 -0.835 1.320
C -1.222 -0.492 0.116
C -2.220 0.596 0.062
Cl -3.842 -0.144 -0.303
H 0.601 -0.974 -1.884
H 2.122 -0.667 -0.881
H 1.039 -2.131 -0.767
H 0.865 1.655 -0.869
H 0.144 1.711 0.902
H 1.818 1.351 0.558
H -0.208 -0.080 2.243
H 0.171 -1.735 1.536
H -1.541 -1.438 -0.468
H -2.074 1.397 -0.732
H -2.344 1.236 0.937

=====

# 3
15
Properties=species:S:1:pos:R:3 method="wB97M-V/def2-TZVPD" homo_energy_ev=-7.87 spin_multiplicity=1 relative_energy_kcal_mol=110.2
C 0.349 -1.769 -1.011
N 0.097 -0.482 -0.366
N -0.365 0.160 2.082
C 0.734 -0.230 1.232
C 0.191 1.290 1.559
C -0.435 0.515 -0.890
C -0.908 1.481 -1.615
O 1.700 -0.917 1.476
O 0.178 2.473 1.727
H -0.627 -0.121 3.025
H 1.388 -2.027 -0.814
H -0.296 -2.520 -0.554
H 0.176 -1.711 -2.084
H -1.942 1.782 -1.544
H -0.241 2.078 -2.222

=====

no.,LUMO (Eh),DFT total energy (hartree)
1,0.13373,-7718.1653
2,-0.10649,-711.7183
3,0.01217,-453.9586